P | Entry from OMol25: a single C4H9NOS molecule (wB97M-V/def2-TZVPD).

Last column: Löwdin charge in e.
Element x y z (Å)
1 S -1.55097 1.19705 1.37783  0.7230
2 O -0.33290 -2.13158 -1.58366  0.0162
3 N 1.34751 -0.83443 -0.67516  0.0448
4 C 1.49256 1.31352 0.47362  -0.0748
5 C 0.68460 0.01571 0.34386  -0.4160
6 C 0.80732 -1.73266 -1.53664  -0.3676
7 C -0.76227 0.31202 -0.01401  -0.5122
8 H 0.87299 2.17645 0.31788  0.0513
9 H -1.29016 -0.61699 -0.15769  0.0520
10 H 2.35074 -0.77419 -0.75060  0.1228
11 H 2.28269 1.35237 -0.27230  0.0710
12 H 1.56236 -2.09851 -2.25499  0.1282
13 H 0.75569 -0.56202 1.26729  0.1358
14 H -2.18940 2.11728 0.64806  -0.1479
15 H 2.01349 1.49035 1.42152  0.0828
16 H -0.84710 0.92661 -0.90519  0.0905

**SMILES**: C[C@@H](CS)NC=O
**Highest occupied orbital energy**: -0.3358 hartree
**Orbital gap**: 9.93 eV
**Total charge**: 0



Q | Entry from OMol25: 2 unconnected molecules or ions with the total composition C4H9NOS (wB97M-V/def2-TZVPD).

Last column: Löwdin charge in e.
Element x y z (Å)
1 S 0.65637 -0.70401 -0.12609  0.8011
2 O 1.91587 -1.37664 -0.32354  -0.4712
3 N -0.19505 -0.51072 -1.53556  -0.2371
4 C 0.01387 2.90419 0.92889  -0.0987
5 C 0.16617 -1.04866 -2.58340  -0.0937
6 C -0.06359 1.93392 1.78778  -0.1271
7 C -0.58711 -1.81922 0.47657  -0.2548
8 H 1.04747 -1.57984 -2.63011  0.0405
9 H 0.11751 2.18852 2.86100  0.0651
10 H -0.32281 -2.07121 1.53350  0.0710
11 H -1.55687 -1.44259 0.44818  0.0250
12 H 0.00350 2.68001 -0.16154  0.0616
13 H -0.37106 0.89794 1.52725  0.0021
14 H 0.35849 3.84883 1.34619  0.0493
15 H -0.48017 -1.12288 -3.48369  0.0933
16 H -0.70260 -2.77766 -0.06541  0.0736

**Highest occupied orbital energy**: -0.3419 hartree
**Orbital gap**: 10.14 eV
**Total charge**: 0



Verdict on stability: Q comes out at the bottom.



P | Entry from OMol25: 2 unconnected molecules or ions with the total composition C4H9NOS (wB97M-V/def2-TZVPD).

Last column: Löwdin charge in e.
Element x y z (Å)
1 S -1.35687 -2.16360 -1.10175  0.8291
2 O -1.13732 -2.79589 -2.39658  -0.5448
3 N -0.29019 -0.64663 1.69231  0.0904
4 C 0.42890 1.50715 0.70044  -0.0507
5 C 1.08943 -0.68665 -0.30146  -0.0511
6 C 0.41222 0.00271 0.65927  -0.4912
7 C -2.19139 -0.87239 -1.31876  -0.3494
8 H 1.83983 -0.10700 -0.76247  0.0444
9 H -0.54209 -0.19126 2.52904  0.0749
10 H 0.00114 -1.61732 1.73368  0.0839
11 H 1.17998 -1.80004 -0.06931  0.0690
12 H -2.56359 -0.70662 -2.30047  0.0161
13 H 1.25975 1.81761 1.42330  0.1164
14 H 0.58878 1.96223 -0.19491  0.0387
15 H -2.49378 -0.14251 -0.47238  0.0681
16 H -0.43578 2.00098 1.04459  0.0562

**Highest occupied orbital energy**: -0.3031 hartree
**Orbital gap**: 8.68 eV
**Total charge**: 0



Q | Entry from OMol25: a single C4H9NOS molecule (wB97M-V/def2-TZVPD).

Last column: Löwdin charge in e.
Element x y z (Å)
1 S -1.91884 2.85548 1.31287  0.6242
2 O 1.10787 -0.69487 1.39324  0.0099
3 N 0.84164 -0.75282 -0.95950  -0.0423
4 C 0.51495 -0.24771 0.38114  -0.3713
5 C -0.97591 0.10366 0.71657  -0.1898
6 C -1.44043 1.42039 0.15917  -0.5448
7 C 1.75654 -1.85968 -0.88738  -0.1167
8 H 0.54470 -0.32878 -1.79656  0.1003
9 H -0.60598 3.27143 1.32290  -0.1386
10 H -1.51489 -0.67697 0.23873  0.0957
11 H -1.15132 -0.14507 1.77034  0.1191
12 H -2.32154 1.32480 -0.44905  0.0339
13 H 2.02484 -2.19338 -1.96989  0.1148
14 H 2.65980 -1.49014 -0.30336  0.1016
15 H -0.61403 1.95652 -0.56992  0.1215
16 H 1.09260 -2.54287 -0.35931  0.0823

**SMILES**: CNC(=O)CCS
**Highest occupied orbital energy**: -0.3395 hartree
**Orbital gap**: 9.79 eV
**Total charge**: 0



R | Entry from OMol25: 2 unconnected molecules or ions with the total composition C4H9NOS (wB97M-V/def2-TZVPD).

Last column: Löwdin charge in e.
Element x y z (Å)
1 S -1.12207 0.38685 2.39156  0.4537
2 O 0.35659 -1.62494 -1.57614  0.0022
3 N -0.46471 1.66554 -0.10061  0.0085
4 C 0.00139 -0.36644 -1.45650  -0.1439
5 C 0.93402 2.20745 -0.28232  -0.0642
6 C -0.34213 0.23488 -0.23659  -0.2831
7 C -0.80778 -0.61344 0.87607  -0.5759
8 H -1.78763 -1.00089 0.53111  0.1221
9 H 0.34873 -4.14689 0.51365  0.0153
10 H 1.17283 2.01770 -1.35220  0.0837
11 H 0.91500 3.24196 -0.04400  0.0705
12 H 0.05749 0.20660 -2.38932  0.1304
13 H -0.30451 -4.28885 0.86456  0.0194
14 H -0.57096 1.82925 0.91935  -0.0251
15 H 1.69236 1.63464 0.35176  0.1181
16 H -0.07863 -1.38343 0.98964  0.0683

**Highest occupied orbital energy**: -0.2922 hartree
**Orbital gap**: 4.91 eV
**Total charge**: 0



S | Entry from OMol25: 2 unconnected molecules or ions with the total composition C4H9NOS (wB97M-V/def2-TZVPD).

Last column: Löwdin charge in e.
Element x y z (Å)
1 S 1.49789 -0.59037 -1.45079  0.6239
2 O -2.49646 1.46641 -0.96277  0.0349
3 N -1.45533 0.33972 0.87186  0.0324
4 C 0.91397 -0.88140 1.49712  -0.1566
5 C -0.07960 0.28883 1.46700  -0.2710
6 C -1.80527 1.42976 0.04263  -0.3596
7 C 1.56889 -1.40296 0.28360  -0.5385
8 H 1.08673 -2.36574 0.09277  0.0462
9 H 2.66073 -1.71333 0.54791  0.1055
10 H 0.56130 -1.69962 2.08232  0.0816
11 H 0.03929 0.89123 2.35944  0.1109
12 H 0.14731 -0.69435 -1.74309  -0.1327
13 H 0.38390 0.91054 0.68167  -0.0466
14 H -1.76736 -0.58687 0.52168  0.1456
15 H 0.82915 1.63793 0.06681  0.1952
16 H -1.33629 2.35135 0.46013  0.1289

**Highest occupied orbital energy**: -0.2672 hartree
**Orbital gap**: 5.10 eV
**Total charge**: 0



Verdict on stability: S comes out at the bottom.



P | Entry from OMol25: a single C4H9NOS molecule (wB97M-V/def2-TZVPD).

Last column: Löwdin charge in e.
Element x y z (Å)
1 S -0.54983 -0.12783 1.17098  0.9261
2 O 1.11232 -0.96973 -1.54726  -0.0874
3 N -0.55788 -1.77742 0.66508  -0.3459
4 C -0.63591 -2.60754 1.61074  -0.1569
5 C -0.35355 0.70933 -0.41696  -0.6342
6 C -0.37408 2.22290 -0.17704  -0.1304
7 C 1.01712 0.35317 -0.99509  -0.3014
8 H 0.39756 2.43655 0.54888  0.0694
9 H -0.47168 -3.66986 1.44287  0.0764
10 H -0.10724 2.72194 -1.08713  0.0695
11 H 1.78189 0.44123 -0.17408  0.1265
12 H 1.20765 1.00481 -1.86160  0.1224
13 H -0.72184 -2.22615 2.60507  0.0420
14 H -1.16119 0.34596 -1.08856  0.1220
15 H -1.31228 2.67707 0.18161  0.0846
16 H 0.72892 -1.53441 -0.87752  0.0174

**SMILES**: C=NS[C@@H](C)CO
**Highest occupied orbital energy**: -0.3259 hartree
**Orbital gap**: 9.69 eV
**Total charge**: 0



Q | Entry from OMol25: a single C4H9NOS molecule (wB97M-V/def2-TZVPD).

Last column: Löwdin charge in e.
Element x y z (Å)
1 S -0.88429 -0.17559 1.04723  0.9077
2 O 1.25778 -0.25134 -0.49873  -0.2243
3 N -1.83289 -0.00552 -0.40192  -0.3061
4 C 0.67455 0.54411 0.46541  -0.7028
5 C -2.91222 -0.66465 -0.37649  -0.1767
6 C 1.86044 -1.46541 -0.03378  -0.0970
7 C 0.34745 1.90389 -0.13615  -0.1060
8 H 1.34691 0.62488 1.33206  0.1158
9 H -0.18033 2.50924 0.58671  0.0699
10 H 2.63591 -1.26340 0.71886  0.0858
11 H -3.21105 -1.18470 0.50938  0.0387
12 H 1.29834 2.39548 -0.39953  0.0871
13 H -0.21254 1.79051 -1.03963  0.0579
14 H -3.55537 -0.68181 -1.28497  0.0804
15 H 1.10409 -2.11016 0.45535  0.0685
16 H 2.26323 -1.96552 -0.94380  0.1012

**SMILES**: C=NS[C@H](C)OC
**Highest occupied orbital energy**: -0.3205 hartree
**Orbital gap**: 9.60 eV
**Total charge**: 0



Verdict on stability: Q comes out at the bottom.



P | Entry from OMol25: 2 unconnected molecules or ions with the total composition C5H9N4 (wB97M-V/def2-TZVPD).

Last column: Löwdin charge in e.
Element x y z (Å)
1 N -3.40387 0.29491 0.02158  0.1094
2 N 0.60382 1.62186 -0.47657  0.1736
3 N -2.27216 0.94871 0.07987  0.0786
4 N -1.23429 0.10769 -0.12163  0.0016
5 C -3.17043 -0.97561 -0.24679  -0.0353
6 C -1.75357 -1.16971 -0.33091  0.0822
7 C 2.36044 -0.74735 -0.42040  0.0955
8 C 1.10873 -0.59452 0.05122  -0.1737
9 C 0.09712 0.45703 -0.03331  -0.3412
10 H -2.12524 1.92634 -0.05089  0.1825
11 H 1.61133 1.71490 -0.54145  0.1217
12 H -1.29629 -2.10263 -0.56181  0.1354
13 H 3.05242 -1.45733 -0.10117  0.0590
14 H 0.49539 0.25354 2.34005  0.1690
15 H 0.68665 -1.26491 0.68417  0.0445
16 H 0.18022 2.44357 -0.09836  0.1065
17 H 2.71602 -0.08833 -1.20465  0.0755
18 H -3.81671 -1.80046 -0.33979  0.1155

**Highest occupied orbital energy (alpha / beta)**: -0.5082 / -0.4302 hartree
**Orbital gap (alpha / beta)**: 8.47 / 6.80 eV
**Total charge**: +1



Q | Entry from OMol25: a molecular structure, C5H9N4 (wB97M-V/def2-TZVPD).

Last column: Löwdin charge in e.
Element x y z (Å)
1 N 2.43768 0.85773 0.37292  0.0372
2 N 2.55671 -0.58460 0.09522  0.1183
3 N 0.63610 -2.01662 -0.43678  0.1307
4 N 0.22226 0.31487 -0.25288  0.0948
5 C -0.90776 -0.35154 -0.18216  -0.3565
6 C 1.49666 -1.05781 -0.27482  -0.0977
7 C -2.24576 0.31573 -0.07127  0.0232
8 C 0.95777 1.28353 0.42317  -0.1631
9 C -0.70485 -1.63529 -0.44322  -0.0507
10 H 3.53788 -0.82704 0.01248  0.1944
11 H 0.77813 -3.01498 -0.51294  0.1826
12 H 2.89169 1.37284 -0.38561  0.1224
13 H 0.65746 1.42176 1.55306  0.1591
14 H 0.96680 2.32226 -0.10198  0.1592
15 H -1.36900 -2.47806 -0.49106  0.1357
16 H -2.10808 1.38986 0.12310  0.0970
17 H -2.66740 -0.24566 0.81285  0.1167
18 H -2.76008 -0.03162 -0.96487  0.0967

**Highest occupied orbital energy**: -0.4411 hartree
**Orbital gap**: 8.22 eV
**Total charge**: +1



Verdict on stability: P comes out at the bottom.